Here is a structure of composition C12H34N3P3Sr at a distorted geometry from the OMol25 dataset. Energies are from ωB97M-V/def2-TZVPD.

F_max, eV/A: 4.13
Frontier orbital gap, eV: 6.32

Element x y z (Å)
Sr: -0.23 0.00 0.14
H: -3.35 -0.43 -0.37
H: -3.36 0.31 -0.36
P: 0.14 -2.60 -0.28
P: 0.14 2.61 -0.23
C: 0.34 3.31 1.35
H: 0.52 4.36 1.15
H: -0.56 3.20 1.97
H: 1.20 2.89 1.91
C: 1.54 2.94 -1.23
H: 1.43 2.52 -2.25
H: 1.56 4.03 -1.28
H: 2.48 2.56 -0.81
C: -1.31 3.19 -0.99
H: -2.20 3.05 -0.35
H: -1.12 4.25 -1.13
H: -1.52 2.71 -1.96
C: 1.63 -2.91 -1.15
H: 1.64 -3.99 -1.25
H: 1.65 -2.43 -2.14
H: 2.53 -2.58 -0.60
C: 0.16 -3.37 1.27
H: -0.79 -3.25 1.81
H: 0.33 -4.42 1.05
H: 0.96 -3.00 1.93
C: -1.22 -3.13 -1.23
H: -1.32 -2.61 -2.20
H: -1.03 -4.18 -1.40
H: -2.18 -3.01 -0.69
H: 0.19 -0.01 -1.83
H: 1.72 0.00 0.34
C: -0.33 -0.58 5.95
N: 0.21 0.47 5.02
C: -0.69 1.68 5.02
N: -2.11 1.31 4.66
C: -2.61 0.26 5.62
N: -1.73 -0.95 5.55
C: -1.76 -1.62 4.23
P: -1.14 -0.50 2.84
C: 0.49 -0.03 3.68
C: -2.28 0.93 3.27
H: -0.34 -0.19 6.95
H: 0.30 -1.46 5.90
H: -0.32 2.41 4.32
H: -0.69 2.11 6.01
H: -3.62 -0.03 5.33
H: -2.60 0.65 6.61
H: -1.14 -2.48 4.26
H: -2.78 -1.90 4.00
H: 0.96 0.74 3.09
H: 1.14 -0.92 3.70
H: -3.31 0.64 3.04
H: -2.03 1.78 2.62